Molecular formula: CH14O6
Method: DFT, ωB97M-V/def2-TZVPD

Each atom is followed by the atoms it is bonded to, with distances in Å.
CARTESIAN COORDINATES (ANGSTROEM)
1 C -0.2487 1.3247 1.9178  O2 1.438, H3 1.091, H4 1.095, H5 1.086
2 O -0.0349 0.0627 1.2629  C1 1.438, H6 0.973
3 H -0.5636 1.1308 2.9439  C1 1.091
4 H -1.0976 1.8374 1.4536  C1 1.095
5 H 0.6434 1.9421 1.8596  C1 1.086
6 H 0.8872 0.0737 0.9533  O2 0.973
7 H 3.0584 -0.9492 -3.2822  O9 0.961
8 H 1.8468 -0.9607 -2.3710  O9 0.975
9 O 2.5864 -1.5214 -2.6704  H7 0.961, H8 0.975
10 H -0.6312 -0.0564 -1.4707  O12 0.976
11 H 0.5142 0.6308 -2.2365  O12 0.961
12 O 0.2846 -0.1846 -1.7821  H10 0.976, H11 0.961
13 H -2.6364 1.0697 -1.1903  O15 0.966
14 H -2.2449 0.1898 0.0048  O15 0.970
15 O -2.3664 0.1725 -0.9570  H13 0.966, H14 0.970
16 H 2.7441 -0.4607 -0.6582  O18 0.964
17 H 3.5664 -0.9768 0.5030  O18 0.953
18 O 2.9156 -0.3170 0.2791  H16 0.964, H17 0.953
19 H -2.5795 -1.5769 1.6305  O21 0.972
20 H -3.7906 -0.7027 1.7926  O21 0.964
21 O -2.8531 -0.7279 2.0173  H19 0.972, H20 0.964

Energy ... -13549.093 eV
SMILES ... CO.O.O.O.O.O
Energy relative to the best compared isomer or geometry (same formula, charge and spin) ... 0.568 eV
F_max ... 0.995 eV/Å